Entry from the Open Molecules 2025 dataset: a molecular structure, C25H43BBr12N3O5 in a non-equilibrium geometry (ωB97M-V/def2-TZVPD).

The geometry in XYZ format:
```
89
Properties=species:S:1:pos:R:3:forces:R:3
C -3.783 4.344 0.928 0.317 0.282 0.147
C -3.688 3.377 2.106 -0.750 0.110 0.036
C -4.013 1.909 1.764 0.551 0.378 -0.016
C -2.805 0.974 1.645 -0.806 -0.127 -0.619
C -1.720 1.358 0.635 1.205 -1.321 0.628
O -2.154 2.173 -0.446 -0.462 0.510 0.366
C -3.163 1.634 -1.254 -0.204 -0.067 -0.409
C -2.771 1.633 -2.733 0.052 -0.282 -0.187
N -1.363 1.353 -2.928 -0.423 0.286 -0.222
C -1.048 0.836 -4.239 0.189 0.139 0.211
C -1.244 -0.673 -4.251 0.152 -0.105 -0.018
C -0.030 -1.387 -3.692 -0.223 -0.101 -0.182
O -1.483 -1.185 -5.565 0.061 -0.138 -0.151
O -0.691 1.993 1.344 -0.478 1.162 -0.443
B 0.495 1.979 0.460 1.324 -0.470 -0.675
O 0.826 3.233 -0.246 -0.707 -0.275 0.291
C 0.330 4.402 0.328 0.317 0.677 -0.278
C 0.926 4.720 1.698 -0.045 -0.385 0.079
C 1.898 1.495 1.212 -0.177 0.039 0.313
C 2.056 1.369 2.599 -0.009 0.004 0.376
C 3.232 0.933 3.199 0.036 -0.015 -0.848
C 4.281 0.594 2.343 -0.553 0.095 0.145
C 4.044 0.728 0.979 0.434 -0.061 -0.020
N 2.933 1.166 0.405 -0.064 -0.054 0.352
O 0.186 0.898 -0.514 0.278 -0.249 0.003
C -0.871 0.184 0.026 -0.519 0.192 0.585
C -0.455 -0.809 1.114 0.272 -0.263 0.132
C 0.618 -1.772 0.618 -0.341 -0.252 0.361
C 0.673 -3.055 1.444 -0.049 0.039 -0.648
N 1.393 -4.098 0.695 0.080 0.127 0.337
H -4.600 4.076 0.260 -0.078 -0.062 -0.066
H -3.985 5.352 1.293 -0.020 0.098 0.025
H -2.864 4.396 0.355 0.025 -0.174 -0.164
H -2.741 3.480 2.633 0.199 -0.094 -0.103
H -4.458 3.712 2.806 0.024 -0.041 0.215
H -4.591 1.910 0.843 -0.126 -0.138 -0.048
H -4.666 1.516 2.546 -0.056 -0.138 -0.175
H -2.345 0.873 2.619 0.279 -0.015 0.081
H -3.188 -0.018 1.383 -0.025 -0.075 -0.004
H -4.080 2.225 -1.163 -0.042 0.095 0.090
H -3.436 0.615 -0.976 0.231 -0.133 0.233
H -3.104 2.555 -3.230 0.117 0.198 0.050
H -3.332 0.831 -3.219 -0.161 -0.030 -0.003
H -0.838 2.189 -2.713 0.355 -0.238 0.332
H 0.007 1.031 -4.432 0.078 0.108 -0.108
H -1.621 1.325 -5.049 -0.141 -0.096 -0.066
H -2.096 -0.931 -3.615 -0.188 0.096 -0.038
H -0.226 -2.457 -3.737 0.118 -0.150 0.165
H 0.167 -1.073 -2.670 0.027 0.061 0.103
H 0.838 -1.176 -4.314 0.107 0.051 -0.010
H -1.707 -0.460 -6.152 -0.082 0.127 0.044
H 0.609 5.227 -0.339 0.038 -0.002 -0.137
H -0.762 4.423 0.374 -0.113 -0.194 0.104
H 0.885 5.785 1.926 -0.074 0.119 0.011
H 0.415 4.169 2.488 -0.048 -0.028 0.063
H 1.965 4.395 1.702 0.149 0.114 0.010
H 1.210 1.622 3.225 -0.070 0.090 -0.032
H 3.325 0.842 4.272 -0.013 0.026 0.102
H 5.225 0.222 2.713 0.109 -0.026 -0.023
H 4.840 0.431 0.288 -0.201 0.678 0.492
H -1.378 -0.443 -0.717 -0.136 0.413 -0.430
H -0.107 -0.305 2.015 0.002 0.172 0.030
H -1.331 -1.397 1.407 -0.132 -0.013 -0.021
H 1.603 -1.315 0.619 0.056 0.162 -0.299
H 0.356 -2.080 -0.397 0.196 0.074 -0.209
H 1.170 -2.895 2.398 -0.028 0.052 0.142
H -0.372 -3.341 1.622 -0.011 -0.132 0.345
H 0.738 -4.577 0.093 0.188 -0.080 -0.106
H 1.806 -4.778 1.318 -0.048 -0.118 -0.017
C -2.279 -5.630 0.984 0.014 0.095 0.023
Br -1.418 -5.847 -0.721 -0.139 -0.063 -0.078
Br -3.363 -4.044 1.030 0.005 -0.035 -0.013
Br -3.286 -7.198 1.474 0.009 0.007 -0.008
H -1.498 -5.507 1.721 0.018 0.009 0.004
C 6.014 -2.231 -2.450 -0.167 0.032 0.091
Br 5.225 -1.265 -0.983 0.235 -0.653 -0.669
Br 7.058 -3.747 -1.844 0.015 0.016 0.010
Br 4.697 -2.765 -3.750 0.039 -0.047 0.031
H 6.698 -1.561 -2.948 0.045 -0.033 -0.014
C -2.295 1.701 6.067 -0.019 -0.052 0.038
Br -3.903 1.459 5.034 0.104 -0.014 0.347
Br -0.727 1.497 4.987 -0.057 0.030 -0.034
Br -2.307 3.393 6.992 -0.009 0.002 0.006
H -2.278 0.928 6.820 -0.023 0.010 0.035
C 6.740 -6.993 -4.035 -0.041 0.067 0.021
Br 7.339 -8.522 -3.029 0.000 0.011 -0.017
Br 7.971 -6.545 -5.443 -0.008 -0.012 0.016
Br 4.955 -7.235 -4.702 0.017 -0.015 -0.005
H 6.714 -6.152 -3.356 -0.003 0.013 -0.011
```
Forces are in eV/Å.

Output
- HOMO-LUMO gap (eV) = 6.51
- net charge = -1
- relative energy (zero: lowest compared OMol25 entry of this formula, charge and spin) (kcal/mol) = 0.0

Löwdin atomic charge list, values in e, 5 entries:
1. C -0.1038
2. C -0.2528
3. C -0.2312
4. C -0.1063
5. C -0.4237


Entry from the Open Molecules 2025 dataset: a molecular structure, C25H43Cl3DyN5O4Si in a non-equilibrium geometry (ωB97M-V/def2-TZVPD).

The geometry in XYZ format:
```
82
Properties=species:S:1:pos:R:3:forces:R:3
C 2.573 -1.933 -7.545 -0.309 -0.639 -0.013
C 1.749 -1.409 -8.676 -0.109 -0.146 -0.311
H 2.696 -3.014 -7.630 0.155 0.014 0.028
H 2.072 -1.750 -6.597 -0.018 0.106 0.148
H 3.560 -1.485 -7.498 0.180 0.167 -0.023
C 1.593 -1.997 -9.863 -0.321 0.294 0.011
C 2.186 -3.276 -10.340 0.387 -0.352 0.472
H 0.952 -1.494 -10.583 0.128 0.035 0.048
H 2.229 -4.011 -9.534 0.024 -0.072 -0.057
H 3.216 -3.125 -10.671 0.034 0.006 -0.089
H 1.639 -3.718 -11.167 -0.126 0.081 -0.053
Dy 0.000 0.000 0.000 0.624 -0.785 3.602
Cl 1.541 1.474 0.882 2.838 3.244 0.930
Cl 1.288 -0.556 -1.821 2.563 -1.211 -4.042
C -0.142 2.243 -1.806 -0.593 0.723 -0.013
O -0.856 1.538 -1.069 -2.001 3.344 -2.999
N -0.628 3.206 -2.587 0.040 -0.159 0.089
C -2.032 3.256 -2.945 -0.047 0.172 0.232
C 0.236 4.237 -3.121 0.196 -0.192 -0.465
H 0.936 2.102 -1.847 0.177 0.185 0.268
H -2.592 2.638 -2.255 -0.093 -0.047 0.050
H -2.173 2.886 -3.960 0.016 -0.019 -0.084
H -2.399 4.281 -2.895 0.008 -0.008 0.049
H 1.237 4.122 -2.718 0.068 -0.027 0.056
H -0.137 5.226 -2.855 -0.054 -0.049 0.097
H 0.287 4.167 -4.208 -0.001 0.059 -0.092
H 0.238 -4.631 -1.417 0.055 0.138 0.008
H -0.758 -2.934 -3.244 0.054 0.026 -0.227
C -0.716 -4.551 -0.896 -0.432 -0.370 0.264
C -1.680 -3.188 -2.724 0.812 0.341 0.016
N -1.407 -3.348 -1.306 -0.408 -0.121 -0.373
H -0.523 -4.522 0.172 0.076 0.090 0.065
C -1.593 -2.346 -0.456 0.047 -0.199 0.136
O -1.565 -1.142 -0.781 -3.590 -2.158 -1.241
H -2.382 -2.375 -2.858 -0.130 0.092 -0.059
H -1.816 -2.656 0.568 0.406 0.141 0.070
H -1.316 -5.432 -1.124 -0.025 -0.093 -0.066
H -2.081 -4.114 -3.133 -0.046 -0.021 0.148
O -0.276 -0.326 -7.903 -0.067 -0.123 0.460
C 1.036 -0.104 -8.401 -0.260 0.386 -0.327
C -0.179 0.819 -10.429 0.050 0.101 0.070
C 0.966 0.752 -9.648 0.128 0.337 0.007
H -1.053 0.264 -10.125 -0.090 -0.043 0.025
C -0.198 1.595 -11.582 0.010 0.014 -0.026
H 1.616 0.447 -7.654 0.142 0.048 0.056
C 2.093 1.472 -10.037 -0.117 -0.012 -0.056
H -1.098 1.640 -12.182 -0.011 -0.002 -0.016
C 0.926 2.312 -11.963 -0.004 -0.022 0.009
C 2.075 2.248 -11.184 0.015 -0.007 -0.005
H 2.994 1.414 -9.438 0.040 0.020 0.043
H 0.910 2.916 -12.860 -0.004 0.011 -0.002
H 2.957 2.804 -11.472 0.011 0.013 -0.009
Si -0.982 0.542 -6.659 -0.053 -0.301 -0.089
Cl 0.673 -1.806 1.303 0.957 -3.707 1.795
C -2.812 0.225 -6.873 0.099 0.037 -0.001
C -0.593 2.369 -6.829 -0.021 -0.113 -0.027
C -0.420 -0.076 -4.980 -0.092 0.159 -0.493
H -3.110 0.321 -7.916 0.003 0.049 -0.076
H -3.407 0.928 -6.290 -0.046 0.066 0.071
H -3.076 -0.780 -6.546 0.021 -0.086 0.014
H -0.656 -1.132 -4.849 0.007 -0.050 -0.009
H -0.919 0.473 -4.180 0.006 0.037 0.117
H 0.653 0.044 -4.847 0.114 -0.001 0.139
H -0.752 2.720 -7.848 -0.002 -0.004 -0.085
H 0.436 2.593 -6.553 0.146 0.006 -0.003
H -1.239 2.957 -6.177 -0.078 0.031 0.084
C -0.665 0.649 5.623 0.735 -0.121 0.307
N -1.368 0.680 4.332 -2.257 0.492 1.610
C -2.710 0.896 4.294 -0.193 -0.112 -1.886
C -3.378 0.922 3.078 -0.339 0.154 1.838
C -2.668 0.721 1.890 1.387 -0.352 -1.754
N -1.315 0.491 1.932 -3.973 0.857 0.379
C -0.671 0.478 3.160 2.419 -0.528 -1.078
O 0.528 0.272 3.214 -1.011 0.290 0.974
N -3.382 0.751 0.668 0.637 0.073 1.491
H -1.355 0.816 6.478 0.159 -0.070 -0.852
H 0.114 1.440 5.646 -0.438 -0.618 -0.111
H -0.178 -0.341 5.762 -0.224 0.719 -0.212
H -3.273 1.050 5.207 0.384 -0.046 0.088
H -4.446 1.096 3.064 0.087 0.002 0.048
H -4.402 0.899 0.667 1.245 -0.131 0.225
H -2.918 0.667 -0.236 -0.104 -0.040 0.687
```
Forces are in eV/Å.

Output
- HOMO-LUMO gap (spin up / spin down) (eV) = 8.34 / 7.46
- 2S+1 = 6
- relative energy (zero: lowest compared OMol25 entry of this formula, charge and spin) (kcal/mol) = 7.1

Löwdin atomic charge list, values in e, 5 entries:
1. C -0.0280
2. C -0.2343
3. H 0.0727
4. H 0.0784
5. H 0.0880


Entry from the Open Molecules 2025 dataset: a molecular structure, C25H43Cl3N5O4SiZn in a non-equilibrium geometry (ωB97M-V/def2-TZVPD).

The geometry in XYZ format:
```
82
Properties=species:S:1:pos:R:3:forces:R:3
C -4.233 -0.055 1.004 0.014 0.083 -0.369
C -3.560 -1.374 0.806 0.472 -1.095 -0.057
H -5.189 -0.226 1.491 -0.294 0.392 -0.133
H -4.321 0.444 0.025 -0.201 -0.052 0.343
H -3.637 0.621 1.641 -0.018 -0.375 -0.217
C -4.155 -2.560 1.017 -0.527 0.099 0.258
C -5.643 -2.762 1.286 0.054 0.465 -0.085
H -3.596 -3.502 1.028 0.102 0.457 -0.331
H -6.200 -1.945 0.792 -0.036 -0.541 0.210
H -5.929 -2.756 2.352 0.215 0.037 -0.192
H -5.971 -3.732 0.887 0.005 0.288 -0.039
Zn 0.759 2.386 2.492 -0.027 0.338 -0.314
Cl 1.376 0.723 3.761 0.324 -0.193 0.137
Cl -0.595 1.836 -0.277 0.431 -0.083 0.062
C 2.170 -1.453 1.044 -0.217 0.614 -0.419
O 1.868 -1.168 -0.121 0.275 -0.316 1.083
N 2.973 -2.492 1.360 -0.025 -0.045 -0.151
C 3.513 -3.339 0.310 -0.127 -0.022 0.181
C 3.269 -2.823 2.741 -0.269 0.143 -0.143
H 1.856 -0.832 1.927 0.113 -0.557 -0.709
H 3.448 -2.819 -0.650 -0.057 -0.079 0.237
H 2.966 -4.287 0.244 0.017 0.123 -0.018
H 4.554 -3.557 0.554 0.080 -0.023 -0.088
H 3.026 -1.941 3.352 0.140 -0.370 -0.029
H 4.336 -3.066 2.814 -0.158 0.100 0.181
H 2.674 -3.683 3.089 0.170 0.218 -0.098
H -2.268 -0.055 -3.726 0.111 0.291 0.057
H -2.243 -2.789 -2.646 0.083 0.116 -0.368
C -1.333 -0.351 -4.207 -0.374 -0.151 0.266
C -1.645 -2.706 -3.571 0.254 0.136 0.507
N -0.816 -1.510 -3.528 1.331 -0.266 -0.213
H -0.597 0.445 -4.195 -0.006 0.098 0.187
C 0.441 -1.510 -2.989 -0.655 -0.266 0.256
O 1.178 -0.539 -2.853 -0.430 -0.760 -0.661
H -1.014 -3.604 -3.677 -0.264 0.255 -0.018
H 0.722 -2.557 -2.664 -0.001 0.901 -0.122
H -1.549 -0.634 -5.240 -0.030 0.108 -0.198
H -2.318 -2.612 -4.428 0.112 -0.205 0.051
O -1.875 -0.583 -0.769 -0.731 -1.313 -2.265
C -2.090 -1.243 0.359 0.638 0.615 0.998
C -0.703 -3.415 -0.228 0.373 0.358 0.122
C -1.299 -2.565 0.697 -0.698 0.960 -0.432
H -0.738 -3.154 -1.292 -0.082 -0.197 0.683
C 0.035 -4.514 0.227 -0.311 -0.248 -0.378
H -1.710 -0.491 1.071 0.407 -0.356 1.585
C -1.188 -2.849 2.053 0.505 0.039 0.049
H 0.488 -5.187 -0.497 0.033 0.049 0.035
C 0.128 -4.806 1.580 0.154 -0.058 0.196
C -0.455 -3.939 2.496 -0.681 0.202 0.175
H -1.656 -2.146 2.745 0.137 -0.266 -0.020
H 0.624 -5.703 1.952 0.074 0.165 -0.254
H -0.433 -4.126 3.562 0.237 -0.172 0.075
Si -1.530 3.521 -0.973 -1.787 -1.036 2.987
Cl -1.196 3.269 2.870 -0.067 0.305 0.170
C -2.617 2.955 -2.387 0.798 0.692 -1.664
C -0.408 4.919 -0.427 0.971 1.433 -0.807
C -3.083 4.126 0.018 0.310 0.234 0.075
H -3.304 2.136 -2.075 0.858 0.489 0.128
H -2.076 2.683 -3.323 -0.602 0.087 0.494
H -3.219 3.874 -2.539 0.056 -0.538 -0.440
H -4.017 3.836 -0.478 0.165 -0.073 0.233
H -2.968 5.218 -0.143 -0.353 -0.201 0.296
H -3.159 3.931 1.104 0.270 0.115 -0.634
H 0.694 4.844 -0.342 -0.525 -0.595 -0.387
H -0.715 5.277 0.576 -0.262 -0.485 -0.566
H -0.571 5.753 -1.135 0.015 0.118 0.330
C 4.516 5.240 1.628 0.119 0.609 0.122
N 4.207 4.008 0.937 0.317 0.290 -0.016
C 5.086 3.580 -0.003 -0.362 -0.607 -0.633
C 4.767 2.522 -0.785 0.878 0.308 -0.029
C 3.533 1.828 -0.554 -0.780 0.274 -0.014
N 2.763 2.188 0.487 0.155 0.472 0.123
C 3.050 3.314 1.167 -1.600 -0.260 1.369
O 2.255 3.774 2.079 1.003 -1.167 -1.503
N 3.107 0.896 -1.405 0.726 0.079 0.730
H 3.780 5.423 2.406 0.126 -0.115 -0.063
H 4.508 6.075 0.916 -0.108 -0.122 0.155
H 5.525 5.173 2.045 -0.172 -0.007 0.134
H 6.002 4.167 -0.078 -0.219 -0.304 -0.111
H 5.459 2.157 -1.531 -0.004 0.096 -0.025
H 3.716 0.649 -2.170 -0.188 -0.033 0.104
H 2.448 0.166 -1.088 -0.377 0.299 -0.173
```
Forces are in eV/Å.

Output
- HOMO-LUMO gap (eV) = 4.78
- net charge = -1
- relative energy (zero: lowest compared OMol25 entry of this formula, charge and spin) (kcal/mol) = 0.0

Löwdin atomic charge list, values in e, 5 entries:
1. C -0.0499
2. C -0.2443
3. H 0.0536
4. H 0.0797
5. H 0.0862